The following is a DFT calculation (ωB97M-V with the def2-TZVPD basis set) of a cluster of 2 separate species, C2HClN2O2 in total at a distorted geometry.

Properties
- max |F| (Eh/bohr) = 0.126
- relative energy (zero: lowest compared OMol25 entry of this formula, charge and spin) (eV) = 6.504
- E (eV) = -21680.8616
- spin multiplicity = 1
- structure (SMILES) = [O-][N+]#CCl.C#[N+][O-]
- orbital gap (eV) = 9.927

The geometry in XYZ format:
```
8
Properties=species:S:1:pos:R:3:lowdin_charge:R:1
O 2.049 -1.624 0.210 0.021
N 1.806 -0.520 0.579 -0.194
C 1.767 0.504 1.173 -0.598
Cl 1.111 1.939 1.457 0.762
C -1.537 -0.659 -0.568 0.130
N -1.754 0.462 -0.874 -0.261
O -1.960 1.563 -1.093 0.078
H -1.482 -1.666 -0.883 0.063
```